[1]
One molecule with the formula C25H28N4O3 in a non-equilibrium geometry. Source: the Open Molecules 2025 dataset; level of theory: wB97M-V/def2-TZVPD.

```
! RIJCOSX wB97M-V def2-TZVPD def2/J DEFGRID3
* xyz 0 1
C 4.188 0.347 -1.573
H 4.496 -0.242 -2.433
H 3.177 0.711 -1.747
H 4.180 -0.299 -0.697
C 5.149 1.516 -1.360
C 4.741 2.328 -0.182
N 5.489 2.437 0.885
O 4.822 3.208 1.778
C 3.646 3.580 1.247
C 3.532 3.049 -0.005
H 2.715 3.165 -0.686
C 2.666 4.348 2.075
N 1.577 3.473 2.463
C 0.578 3.193 1.600
O 0.374 3.802 0.570
C -0.258 1.998 2.039
H -1.130 1.912 1.392
H -0.597 2.146 3.064
C 0.592 0.705 1.936
N -0.134 -0.314 1.199
C 0.322 -1.649 1.521
C 0.020 -1.914 2.988
N 0.704 -0.919 3.778
C 1.004 0.312 3.349
O 1.590 1.112 4.064
H 0.953 -1.135 4.733
H 0.368 -2.906 3.282
H -1.062 -1.854 3.151
H -0.222 -2.358 0.894
H 1.405 -1.775 1.337
C -0.093 -0.070 -0.237
C -1.147 -0.877 -0.943
C -2.436 -0.935 -0.427
C -3.418 -1.665 -1.065
C -3.139 -2.360 -2.241
C -1.846 -2.299 -2.755
C -0.864 -1.567 -2.113
H 0.133 -1.530 -2.530
H -1.614 -2.815 -3.675
C -4.184 -3.140 -2.920
C -5.477 -2.636 -3.045
C -6.459 -3.369 -3.685
C -6.167 -4.619 -4.205
C -4.886 -5.130 -4.086
C -3.901 -4.396 -3.451
H -2.907 -4.807 -3.346
H -4.654 -6.106 -4.487
H -6.936 -5.192 -4.703
H -7.456 -2.964 -3.779
H -5.705 -1.655 -2.655
H -4.411 -1.715 -0.642
H -2.657 -0.407 0.488
H -0.282 0.993 -0.411
H 0.904 -0.303 -0.652
H 1.546 0.945 1.420
H 1.749 2.806 3.216
H 2.243 5.161 1.479
H 3.154 4.740 2.967
H 5.150 2.152 -2.248
H 6.161 1.148 -1.192
*
```

Calculated values
SMILES: CCc1cc(CNC(=O)C[C@H]2C(=O)NCCN2Cc2ccc(-c3ccccc3)cc2)on1
HOMO energy (eV): -8.651
Energy (Ha): -1414.2172
Energy above the lowest of the compared OMol25 structures with the same formula, charge and spin (kcal/mol): 20.5
Orbital gap (eV): 9.23

Atom charges from the Löwdin analysis, given in e for atoms 1 to 5: C -0.10; H 0.07; H 0.06; H 0.08; C -0.19

=====

[2]
A 10-piece molecular cluster, C3H26N2O10S overall in a non-equilibrium geometry. Source: the Open Molecules 2025 dataset; level of theory: wB97M-V/def2-TZVPD.

```
! RIJCOSX wB97M-V def2-TZVPD def2/J DEFGRID3
* xyz 0 1
N -0.638 -0.704 -0.040
C -1.079 -1.076 -1.394
C -2.611 -0.688 -1.424
S -3.589 -1.150 -0.019
C -0.441 -0.426 -2.676
N 0.691 -1.036 -3.056
O -1.024 0.455 -3.292
H -0.036 -1.472 0.285
H -2.767 -0.827 0.951
H 0.090 0.002 0.042
H -1.107 -2.194 -1.538
H -2.947 -1.061 -2.379
H -2.689 0.415 -1.424
H 1.180 -1.672 -2.373
H 1.236 -0.884 -3.890
H 2.375 -0.072 -1.423
H 2.235 -0.878 -0.067
O 2.288 -0.945 -1.035
H 3.013 -1.993 1.990
H 2.817 -0.474 2.345
O 2.557 -1.183 1.725
H -0.510 1.807 0.997
H 0.475 2.297 -0.068
O 0.442 2.011 0.867
H -2.009 2.085 2.711
H -2.648 1.761 1.254
O -1.979 1.557 1.912
H 1.698 3.565 -1.737
H 1.951 1.976 -1.895
O 1.868 2.716 -1.302
H 1.651 0.900 2.812
H 2.634 1.862 2.245
O 2.560 1.199 2.943
H 0.759 -2.927 2.124
H 0.025 -3.472 0.935
O 0.905 -3.152 1.194
H -1.483 -1.678 3.382
H -0.704 -0.568 2.659
O -0.663 -1.155 3.425
H -1.912 3.011 -2.122
H -1.331 1.585 -2.030
O -1.285 2.483 -1.611
*
```

Calculated values
SMILES: NC(=O)[C@@H](N)CS.O.O.O.O.O.O.O.O.O
HOMO energy (eV): -8.813
Energy (Ha): -1390.0006
Energy above the lowest of the compared OMol25 structures with the same formula, charge and spin (kcal/mol): 47.0
Orbital gap (eV): 9.08

Atom charges from the Löwdin analysis, given in e for atoms 1 to 5: N 0.04; C -0.31; C -0.55; S 0.73; C -0.48

=====

[3]
A 3-piece molecular cluster, C26H61BrN3O overall in a non-equilibrium geometry. Source: the Open Molecules 2025 dataset; level of theory: wB97M-V/def2-TZVPD.

```
! RIJCOSX wB97M-V def2-TZVPD def2/J DEFGRID3
* xyz 1 1
C -2.497 -1.993 2.717
C -3.289 -2.358 1.386
C -2.396 -1.945 0.169
C -2.829 -0.506 -0.277
N -1.646 0.427 -0.473
C -2.221 1.804 -0.510
C -2.529 2.363 0.938
C -1.847 3.739 1.226
Br -4.501 2.704 0.981
O -1.042 -0.017 -1.625
C 0.166 0.669 -1.983
C 1.308 0.670 -0.915
C 1.139 1.913 0.015
C 2.678 0.598 -1.689
C 3.772 1.630 -1.271
C 4.817 1.660 -2.453
C 4.563 1.199 0.031
H -1.688 -1.293 2.436
H -3.182 -1.510 3.433
H -2.102 -2.915 3.169
H -3.554 -3.429 1.358
H -4.244 -1.806 1.436
H -1.318 -1.987 0.397
H -2.635 -2.637 -0.658
H -3.297 -0.588 -1.276
H -3.578 -0.084 0.409
H -1.085 0.279 0.380
H -1.598 2.563 -1.004
H -3.171 1.772 -1.069
H -2.339 1.615 1.727
H -1.702 3.830 2.315
H -2.501 4.560 0.899
H -0.889 3.785 0.686
H 0.009 1.723 -2.298
H 0.541 0.162 -2.888
H 1.265 -0.224 -0.255
H 0.946 2.802 -0.622
H 0.259 1.854 0.692
H 1.997 2.083 0.689
H 3.115 -0.407 -1.521
H 2.565 0.684 -2.788
H 3.416 2.668 -1.174
H 5.425 0.743 -2.495
H 5.463 2.553 -2.348
H 4.269 1.813 -3.406
H 4.470 2.016 0.767
H 4.091 0.266 0.399
H 5.621 1.009 -0.218
C -2.255 -1.018 -5.517
C -2.949 -2.155 -4.776
N -4.374 -1.944 -4.592
C -4.975 -2.871 -3.642
C -4.984 -4.357 -4.001
C -5.144 -1.694 -5.803
C -5.100 -2.751 -6.910
H -2.444 -0.059 -5.029
H -1.176 -1.187 -5.523
H -2.577 -0.949 -6.557
H -2.480 -2.229 -3.789
H -2.734 -3.099 -5.296
H -6.001 -2.552 -3.437
H -4.448 -2.758 -2.686
H -5.721 -4.585 -4.770
H -5.255 -4.946 -3.121
H -4.009 -4.710 -4.338
H -4.807 -0.744 -6.229
H -6.187 -1.510 -5.530
H -4.088 -3.111 -7.103
H -5.475 -2.320 -7.841
H -5.733 -3.606 -6.680
C 2.540 0.269 3.817
C 3.874 0.029 4.509
N 4.612 1.251 4.770
C 5.998 1.017 5.156
C 6.258 0.281 6.471
C 3.908 2.270 5.533
C 3.384 1.892 6.921
H 2.672 0.843 2.897
H 2.084 -0.688 3.550
H 1.836 0.797 4.464
H 4.474 -0.604 3.849
H 3.700 -0.553 5.425
H 6.527 1.974 5.178
H 6.477 0.450 4.351
H 6.068 0.915 7.337
H 7.307 -0.017 6.523
H 5.659 -0.626 6.566
H 3.059 2.617 4.934
H 4.548 3.152 5.624
H 2.887 0.920 6.929
H 2.653 2.633 7.251
H 4.179 1.878 7.665
*
```

Calculated values
HOMO energy (eV): -9.907
Energy (Ha): -3840.3897
Orbital gap (eV): 7.42

Atom charges from the Löwdin analysis, given in e for atoms 1 to 5: C -0.08; C -0.22; C -0.16; C -0.08; N -0.11

=====

[4]
A 10-piece molecular cluster, H22NO9 overall in a non-equilibrium geometry. Source: the Open Molecules 2025 dataset; level of theory: wB97M-V/def2-TZVPD.

```
! RIJCOSX wB97M-V def2-TZVPD def2/J DEFGRID3
* xyz 1 1
N 0.183 -0.757 0.169
H -0.800 -0.875 -0.150
H -0.223 -0.402 1.102
H 0.635 -0.009 -0.254
H 0.858 -1.370 0.360
O -0.638 1.738 -1.671
H -1.111 2.427 -1.213
H 0.015 2.061 -2.169
O 0.088 -2.494 -2.276
H 0.988 -2.793 -2.262
H -0.327 -3.357 -2.750
O -3.328 0.301 -1.163
H -2.751 0.744 -1.867
H -4.254 0.651 -1.403
O -3.444 -2.073 0.953
H -3.029 -1.441 1.494
H -3.520 -1.681 -0.048
O 2.851 -0.028 -2.519
H 3.049 0.064 -1.652
H 3.359 0.849 -2.723
O -2.269 0.035 2.071
H -1.566 0.181 2.748
H -2.853 0.666 2.489
O 1.089 2.340 1.044
H 1.554 3.044 1.105
H 0.610 2.576 0.304
O 3.225 -0.805 0.495
H 3.566 -1.572 0.796
H 4.025 -0.395 0.870
O 1.669 0.886 2.916
H 0.895 0.528 3.333
H 1.463 0.954 1.873
*
```

Calculated values
HOMO energy (eV): -13.323
Energy (Ha): -744.7339
Energy above the lowest of the compared OMol25 structures with the same formula, charge and spin (kcal/mol): 139.3
Orbital gap (eV): 10.06

Atom charges from the Löwdin analysis, given in e for atoms 1 to 5: N 0.36; H 0.15; H 0.15; H 0.07; H 0.07